i) The following is a DFT calculation (the ωB97M-V functional and the def2-TZVPD basis) of a 13-piece molecular cluster, C20H66O13 overall.

Computed properties:
* molecular weight: 514.74 g mol⁻¹
* frontier orbital gap: 9.74 eV

Structure (ORCA input):
```
! wB97M-V def2-TZVPD RIJCOSX def2/J DEFGRID3
* xyz 0 1
C 3.3579 2.8050 2.5438
C 1.9209 2.8970 3.1398
O 1.0279 2.4540 2.1248
H 4.2089 3.0080 3.2188
H 3.4649 3.4700 1.6968
H 3.4409 1.7700 2.2758
H 1.7089 3.9700 3.1668
H 1.7719 2.3350 4.0638
H 0.2919 1.9330 2.5178
C -3.6841 1.5990 -3.5882
C -3.3591 0.7060 -2.3232
O -2.0181 0.3430 -2.2862
H -3.2671 1.1940 -4.5702
H -3.2761 2.5950 -3.3142
H -4.7321 1.7720 -3.6332
H -3.9301 -0.2460 -2.1172
H -3.7251 1.2150 -1.4002
H -1.9991 -0.4480 -1.7212
C 1.5249 1.9390 -3.7842
C 0.1209 2.3990 -4.4492
O -0.7481 1.2710 -4.6632
H 1.3059 1.7230 -2.7402
H 2.1749 2.8250 -3.7002
H 2.0599 1.1360 -4.3912
H 0.2199 2.9940 -5.3792
H -0.4271 3.0310 -3.8212
H -1.1201 0.9500 -3.7852
C 0.7989 -3.4130 3.3178
C -0.1851 -2.2620 2.9418
O -0.9881 -2.8520 2.0088
H 1.3409 -4.0160 2.5568
H 0.2259 -4.2080 3.7918
H 1.5339 -3.1530 4.1178
H 0.4239 -1.6000 2.3808
H -0.5971 -1.7680 3.8408
H -0.4711 -3.4040 1.4118
C 3.8389 -1.6640 2.7498
C 3.0969 -1.8970 1.4928
O 4.1009 -2.0970 0.5228
H 4.6859 -2.4010 2.9438
H 3.3149 -1.6260 3.7048
H 4.2419 -0.5990 2.6458
H 2.4939 -1.0400 1.2728
H 2.5839 -2.9120 1.4798
H 3.7209 -1.9660 -0.3462
C 4.3119 1.8520 -1.9222
C 3.8909 1.7610 -0.4742
O 2.4659 1.5960 -0.4082
H 5.3709 1.9170 -1.7922
H 4.0409 2.6800 -2.5512
H 4.3489 0.8990 -2.4402
H 4.2479 2.7170 -0.1062
H 4.4019 0.9790 0.0408
H 2.2259 1.6910 0.5298
C -3.0891 -0.4700 3.5138
C -2.4241 0.9660 3.5048
O -1.1371 0.8220 3.0788
H -3.0551 -0.9100 2.5958
H -4.2031 -0.3970 3.7438
H -2.6671 -1.1530 4.2478
H -2.5281 1.4440 4.4818
H -2.8901 1.5590 2.8208
H -1.2251 0.4400 2.1728
C 0.3939 -4.0650 -0.8482
O 0.4919 -4.7430 0.3528
H 1.3589 -3.7170 -1.2072
H -0.0571 -3.1250 -0.7652
H -0.0571 -4.6500 -1.5992
H 1.2579 -5.2410 0.3468
C 1.9799 -1.3130 -2.6042
O 2.6439 -1.0970 -1.4282
H 1.0089 -0.8900 -2.4622
H 1.9739 -2.3610 -2.9872
H 2.6449 -0.8090 -3.3062
H 2.6229 -0.1690 -1.1602
C -2.5691 -2.8500 -2.2222
O -2.4791 -2.2990 -0.9562
H -1.6031 -3.2630 -2.5282
H -2.6561 -2.0760 -2.9912
H -3.3161 -3.6850 -2.3442
H -2.8011 -2.9500 -0.2772
C -0.2741 -0.1140 -0.0272
O -1.5571 -0.1390 0.5208
H -0.1881 -1.0670 -0.5382
H 0.5489 0.0010 0.7248
H -0.1651 0.6400 -0.8032
H -1.9581 -0.9980 0.4378
C -1.2631 3.5610 -0.7472
O -1.8791 3.0690 0.4098
H -0.8401 4.5250 -0.6972
H -2.0591 3.5450 -1.4832
H -0.5501 2.8670 -1.1632
H -1.9641 2.1150 0.3088
C -5.2741 0.9470 1.0618
O -4.5941 -0.1750 0.5168
H -4.5061 1.7940 1.2738
H -5.7771 0.8550 1.9588
H -5.9311 1.4160 0.3258
H -5.1711 -0.6940 -0.0442
*
```

Results of the Löwdin charge analysis, in e, for atoms 1 through 4: number 1, C, carries -0.073; number 2, C, carries -0.265; number 3, O, carries -0.115; number 4, H, carries 0.087

---

ii) The following is a DFT calculation (the ωB97M-V functional and the def2-TZVPD basis) of a 13-piece molecular cluster, C20H66O13 overall.

Computed properties:
* molecular weight: 514.74 g mol⁻¹
* frontier orbital gap: 9.90 eV

Structure (ORCA input):
```
! wB97M-V def2-TZVPD RIJCOSX def2/J DEFGRID3
* xyz 0 1
O 10.5188 11.6804 16.6259
H 10.2786 10.7736 16.8336
H 9.6581 12.1010 16.4644
O 14.7562 13.7939 15.5114
H 14.1550 13.6922 16.2707
H 14.8123 12.8809 15.1644
O 14.7117 11.2208 14.3828
H 15.3490 11.1272 13.6428
H 13.8877 11.4071 13.9185
C 10.2575 7.2137 13.9669
C 9.9144 8.7130 13.9526
O 8.6067 8.9798 13.3986
H 10.1466 6.7507 12.9609
H 9.5456 6.7189 14.6148
H 11.2235 6.9505 14.3982
H 10.6543 9.2451 13.3692
H 9.9433 9.1276 14.9945
H 8.1158 8.1568 13.5155
C 7.5022 12.8477 14.2398
C 7.5787 13.7911 15.3847
O 8.0944 13.0683 16.5287
H 8.5049 12.4793 14.0850
H 7.2817 13.3364 13.2640
H 6.8347 11.9769 14.2594
H 6.5825 14.1112 15.6619
H 8.1236 14.6953 15.1265
H 7.9863 13.5692 17.3653
C 12.7306 15.7351 17.6458
C 11.8835 14.5954 17.0643
O 12.6689 13.4064 17.2830
H 12.1854 16.6994 17.6145
H 13.6422 15.8983 17.0659
H 12.9940 15.5250 18.6891
H 11.6645 14.7555 16.0323
H 10.9018 14.5862 17.5183
H 12.0759 12.6621 17.1483
C 13.6108 17.9098 13.6071
C 13.4944 16.3923 13.7259
O 14.7843 15.8457 13.5806
H 12.6130 18.3855 13.5743
H 14.1255 18.0765 12.6851
H 14.1567 18.3861 14.4017
H 12.7698 16.0186 13.0030
H 13.1000 16.1396 14.7138
H 14.8097 15.1712 14.2830
C 13.3486 14.6094 8.4666
C 12.9537 13.6920 7.3259
O 11.9265 12.7568 7.7831
H 13.7035 14.0663 9.3320
H 12.4923 15.2312 8.7589
H 14.1580 15.2878 8.1638
H 13.8447 13.1321 7.0200
H 12.5275 14.2911 6.4988
H 12.3518 12.0146 8.1872
C 18.1662 11.8356 10.4007
C 16.6622 11.7186 10.4531
O 16.2368 11.8205 11.8267
H 18.5369 11.8633 9.3917
H 18.6993 11.0461 10.9116
H 18.4433 12.7338 10.9270
H 16.3246 10.7285 10.1396
H 16.2591 12.5289 9.8749
H 16.2791 12.7455 12.1367
C 14.1669 9.7210 17.2834
C 13.4323 8.9626 16.2194
O 13.1286 7.6638 16.6985
H 13.4924 9.8831 18.1594
H 14.6577 10.6698 17.0166
H 14.9625 9.0579 17.6784
H 13.9909 8.8562 15.3242
H 12.4854 9.4594 15.9071
H 12.7858 7.6988 17.6014
C 9.3569 11.2829 11.2235
C 9.8668 12.3255 10.2131
O 8.8979 12.5770 9.2319
H 9.2366 10.2970 10.7585
H 8.3507 11.5937 11.5805
H 9.9390 11.1966 12.1450
H 10.7543 11.9441 9.7390
H 10.1112 13.2826 10.6819
H 9.4435 13.0491 8.5876
C 13.1764 9.7957 11.0457
C 13.6343 9.0273 9.8209
O 13.8694 9.8813 8.7174
H 12.1794 10.2383 10.8855
H 13.9089 10.5553 11.2396
H 13.0893 9.0921 11.9254
H 12.8970 8.2575 9.6982
H 14.5413 8.4533 9.9603
H 13.6998 9.4140 7.8861
C 12.7010 13.0962 12.1784
C 11.8605 13.0133 13.4473
O 11.8278 11.6259 13.8828
H 12.4145 12.3183 11.4666
H 13.7335 12.8940 12.4413
H 12.6696 14.0874 11.7346
H 10.8477 13.3762 13.2381
H 12.3443 13.6320 14.1920
H 11.6389 11.6560 14.8342
*
```

Results of the Löwdin charge analysis, in e, for atoms 1 through 4: number 1, O, carries -0.045; number 2, H, carries 0.058; number 3, H, carries 0.023; number 4, O, carries -0.069

---

It comes down to ii), which is 0.2074 hartree more stable than the next structure.

---

i) The following is a DFT calculation (the ωB97M-V functional and the def2-TZVPD basis) of one molecule with the formula C2H8N2O3S.

Computed properties:
* structure (SMILES): CON(C)S(N)(=O)=O
* molecular weight: 140.16 g mol⁻¹
* frontier orbital gap: 10.54 eV

Structure (ORCA input):
```
! wB97M-V def2-TZVPD RIJCOSX def2/J DEFGRID3
* xyz 0 1
C -1.5958 1.4507 -0.5313
O -0.9279 0.8447 0.5930
N -0.2366 -0.3177 0.1618
C -0.4221 -1.4502 1.0553
S 1.5884 0.3655 0.4665
N 1.9131 0.1002 -1.2575
O 2.4336 -0.4798 1.2195
O 1.5234 1.7477 0.7894
H -2.5437 0.9137 -0.8289
H -0.9516 1.6614 -1.4134
H -1.7523 2.4622 -0.1994
H 0.6255 -1.8475 1.1603
H -0.6949 -1.1887 2.0817
H -1.1463 -2.1203 0.5677
H 1.4097 0.9645 -1.5816
H 1.2002 -0.6478 -1.4360
*
```

Results of the Löwdin charge analysis, in e, for atoms 1 through 4: number 1, C, carries -0.080; number 2, O, carries -0.241; number 3, N, carries -0.229; number 4, C, carries -0.100

---

ii) The following is a DFT calculation (the ωB97M-V functional and the def2-TZVPD basis) of a 2-piece molecular cluster, C2H8N2O3S overall.

Computed properties:
* molecular weight: 140.16 g mol⁻¹
* frontier orbital gap: 10.02 eV

Structure (ORCA input):
```
! wB97M-V def2-TZVPD RIJCOSX def2/J DEFGRID3
* xyz 0 1
C -0.3104 0.7950 1.3696
C -0.2699 0.5145 -0.0174
N 1.5739 -0.8287 0.2159
N 0.0731 1.3321 -1.0089
O -2.6015 -0.0866 -0.6811
O -0.8592 -0.9782 -2.1365
O -1.1515 -2.0350 0.0168
S -1.3874 -0.8798 -0.7741
H 0.3646 0.0998 1.9075
H -1.3145 0.4980 1.7644
H -0.1171 1.8378 1.5579
H 1.1489 -1.3154 -0.6529
H 1.6404 -1.5378 0.9897
H 0.5242 2.2155 -0.7833
H 2.4439 -0.3226 0.0393
H 0.2426 0.6914 -1.8070
*
```

Results of the Löwdin charge analysis, in e, for atoms 1 through 4: number 1, C, carries -0.063; number 2, C, carries -0.380; number 3, N, carries 0.019; number 4, N, carries 0.160

---

It comes down to ii), which is 0.0887 hartree more stable than the next structure.

---

i) The following is a DFT calculation (the ωB97M-V functional and the def2-TZVPD basis) of C35H36AsN3O2SbSn as an isolated structure.

Computed properties:
* molecular weight: 846.09 g mol⁻¹
* frontier orbital gap: 7.25 eV

Structure (ORCA input):
```
! wB97M-V def2-TZVPD RIJCOSX def2/J DEFGRID3
* xyz 3 1
Sn -3.0033 5.2833 -0.2473
C -0.0128 8.6372 -0.9903
C -1.2232 7.8034 -0.7859
N -1.2013 6.5417 -0.5404
N -0.0020 5.8584 -0.5614
C -0.2110 4.5809 -0.6681
O -1.4196 4.0486 -0.6979
C 0.9528 3.6620 -0.7429
C 0.7618 2.2819 -0.6173
C 1.8537 1.4271 -0.6905
C 3.1261 1.9471 -0.8937
C 3.3139 3.3151 -1.0120
C 2.2321 4.1745 -0.9343
C -2.5833 8.3963 -0.9217
C -2.7998 9.7587 -0.9739
C -4.0996 10.2203 -1.1614
C -5.1300 9.3083 -1.2879
C -4.8320 7.9549 -1.2077
N -3.5896 7.5128 -1.0372
H 0.8820 8.0261 -0.9588
H 0.0434 9.3939 -0.2038
H -0.0732 9.1594 -1.9463
H -0.2419 1.9117 -0.4673
H 1.7182 0.3657 -0.5846
H 3.9821 1.2868 -0.9608
H 4.3084 3.7108 -1.1673
H 2.3675 5.2433 -1.0261
H -1.9766 10.4505 -0.8685
H -4.2970 11.2826 -1.2089
H -6.1500 9.6280 -1.4450
H -5.6098 7.2050 -1.2874
C -1.4254 -4.1227 3.8608
As -2.0345 -4.4983 2.0961
C -2.0084 -6.3672 1.7460
C -3.7589 -3.7553 1.8149
O -1.0846 -3.6277 0.9217
H -2.1988 -4.4176 4.5710
H -1.2316 -3.0553 3.9614
H -0.5356 -4.6939 4.0645
H -2.6626 -6.8401 2.4807
H -0.9965 -6.7502 1.8643
H -2.3812 -6.5717 0.7441
H -4.4837 -4.2570 2.4553
H -4.0278 -3.8944 0.7694
H -3.7234 -2.6951 2.0584
C 2.2857 -8.2114 0.6159
C 2.3569 -7.3763 1.7266
C 1.9528 -6.0551 1.6217
C 1.4683 -5.5803 0.4030
C 1.4267 -6.4070 -0.7201
C 1.8312 -7.7296 -0.6039
Sb 0.7650 -3.6421 0.1966
C 0.4579 -3.1114 -1.7693
C -0.4859 -3.7049 -2.6041
C -0.5237 -3.3122 -3.9316
C 0.3680 -2.3568 -4.4074
C 1.3079 -1.7740 -3.5696
C 1.3594 -2.1523 -2.2362
C 1.7900 -2.2661 1.3656
C 3.0730 -2.6015 1.7949
C 3.7698 -1.7015 2.5882
C 3.1824 -0.4954 2.9451
C 1.9038 -0.1700 2.5101
C 1.1940 -1.0469 1.7050
H 2.6088 -9.2405 0.6995
H 2.7451 -7.7525 2.6639
H 2.0538 -5.3958 2.4678
H 1.0859 -6.0335 -1.6789
H 1.8026 -8.3822 -1.4658
H -1.1830 -4.4437 -2.2296
H -1.2456 -3.7570 -4.6030
H 0.3285 -2.0694 -5.4496
H 1.9998 -1.0353 -3.9502
H 2.1032 -1.7245 -1.5756
H 3.5296 -3.5476 1.5278
H 4.7666 -1.9458 2.9291
H 3.7268 0.2016 3.5681
H 1.4615 0.7758 2.7921
H 0.2002 -0.7843 1.3623
*
```

Results of the Löwdin charge analysis, in e, for atoms 1 through 4: number 1, Sn, carries 1.420; number 2, C, carries 0.013; number 3, C, carries -0.220; number 4, N, carries -0.105

---

ii) The following is a DFT calculation (the ωB97M-V functional and the def2-TZVPD basis) of C35H36AsN3O2SbSn as an isolated structure.

Computed properties:
* molecular weight: 846.09 g mol⁻¹
* frontier orbital gap: 4.98 eV

Structure (ORCA input):
```
! wB97M-V def2-TZVPD RIJCOSX def2/J DEFGRID3
* xyz 3 1
Sn -0.3496 -0.0341 0.4842
C -1.2929 -3.2825 -2.8546
C -1.2769 -1.9922 -2.1121
N -0.4960 -1.7996 -1.0960
N 0.3224 -2.8271 -0.7797
C 1.0418 -2.6631 0.2968
O 0.9897 -1.5726 1.0317
C 1.9616 -3.7285 0.6922
C 2.7389 -3.5983 1.8460
C 3.6276 -4.5945 2.2011
C 3.7508 -5.7323 1.4123
C 2.9576 -5.8849 0.2807
C 2.0694 -4.8920 -0.0809
C -2.2423 -0.9552 -2.5483
C -2.6704 -0.9486 -3.8755
C -3.6196 -0.0318 -4.2778
C -4.1944 0.8004 -3.3318
C -3.7384 0.7112 -2.0282
N -2.7452 -0.0918 -1.6470
H -0.7496 -4.0404 -2.3015
H -0.8196 -3.1762 -3.8345
H -2.3211 -3.6083 -3.0160
H 2.6387 -2.7101 2.4564
H 4.2309 -4.4989 3.0937
H 4.4735 -6.4926 1.6755
H 3.0413 -6.7803 -0.3197
H 1.4619 -4.9947 -0.9668
H -2.2572 -1.6519 -4.5834
H -3.9394 0.0176 -5.3100
H -4.9998 1.4669 -3.6049
H -3.5731 2.0438 -0.4271
C 2.0693 0.4495 4.0793
As 2.5692 1.4705 2.5266
C 3.4536 3.0977 3.0372
C 3.6917 0.3916 1.3961
O 1.1382 1.8398 1.6470
H 2.9730 0.0859 4.5686
H 1.4647 -0.3990 3.7605
H 1.5057 1.0756 4.7689
H 4.4662 2.8496 3.3564
H 2.9248 3.5707 3.8622
H 3.5042 3.7737 2.1851
H 4.5076 -0.0030 2.0024
H 4.1072 0.9843 0.5834
H 3.1022 -0.4353 1.0011
C -0.1932 8.5535 1.5062
C -0.7546 7.8712 2.5766
C -0.6443 6.4906 2.6566
C 0.0380 5.7994 1.6511
C 0.5940 6.4801 0.5690
C 0.4779 7.8590 0.5061
Sb -0.3554 3.6899 1.6175
C -0.4547 3.3361 3.7147
C 0.2863 4.0865 4.6269
C 0.2723 3.7409 5.9719
C -0.4636 2.6436 6.4038
C -1.2087 1.8999 5.4958
C -1.2043 2.2447 4.1540
C -4.4272 1.5034 -0.8952
C -4.9603 0.5872 0.1283
C -6.1894 0.7584 0.6821
C -7.0079 1.8153 0.2448
C -6.5961 2.6859 -0.7780
C -5.3645 2.5457 -1.3368
H -0.2773 9.6304 1.4504
H -1.2827 8.4086 3.3530
H -1.0999 5.9666 3.4875
H 1.1185 5.9498 -0.2162
H 0.9001 8.3923 -0.3351
H 0.8626 4.9434 4.2986
H 0.8260 4.3344 6.6877
H -0.4587 2.3717 7.4509
H -1.7954 1.0585 5.8414
H -1.7932 1.6691 3.4450
H -4.3431 -0.2573 0.4092
H -6.5586 0.0721 1.4326
H -7.9826 1.9577 0.6973
H -7.2681 3.4604 -1.1236
H -5.0319 3.2282 -2.1104
*
```

Results of the Löwdin charge analysis, in e, for atoms 1 through 4: number 1, Sn, carries 1.418; number 2, C, carries 0.004; number 3, C, carries -0.227; number 4, N, carries -0.090

---

It comes down to i), which is 0.0971 hartree more stable than the next structure.